<A>
{
  "formula": "CH4N2S2",
  "method": "the ωB97M-V functional and the def2-TZVPD basis",
  "symbols": ["N", "C", "S", "N", "S", "H", "H", "H", "H"],
  "coordinates": [[0.1641, 1.3922, 0.1501], [0.4951, 0.1141, 0.1823], [2.1962, -0.2800, -0.1338], [-0.5298, -0.9194, 0.3600], [-2.0366, -0.0718, -0.2342], [-0.7077, 1.9536, -0.0616], [0.9878, 1.8654, 0.3020], [-0.2151, -1.7508, 0.1171], [-3.0304, -0.4345, 0.8668]],
  "mulliken_charge": [-0.39, 0.40, -0.40, -0.27, -0.23, 0.24, 0.19, 0.26, 0.20],
  "smiles": "NC(=S)NS",
  "spin_multiplicity": 1,
  "charge": 0,
  "lumo_ev": 0.04,
  "e_homo_ha": -0.305,
  "gap_ev": 8.34
}

<B>
{
  "formula": "CH4N2S2",
  "method": "the ωB97M-V functional and the def2-TZVPD basis",
  "symbols": ["S", "N", "C", "N", "S", "H", "H", "H", "H"],
  "coordinates": [[1.9747, -1.0532, -0.1026], [1.5409, 0.5216, -0.4945], [0.4031, 1.0473, -0.2572], [-0.7328, 0.4774, 0.3161], [-1.5178, -0.9599, -0.4033], [0.8286, -1.6992, 0.2925], [0.2437, 2.1725, -0.4837], [-1.4406, 1.2020, 0.4450], [-1.2997, -1.7086, 0.6878]],
  "mulliken_charge": [-0.08, -0.36, 0.25, -0.44, -0.13, 0.07, 0.23, 0.31, 0.14],
  "smiles": "S/N=C\\NS",
  "spin_multiplicity": 1,
  "charge": 0,
  "lumo_ev": 0.34,
  "e_homo_ha": -0.314,
  "gap_ev": 8.89
}

Most stable of them? <B>.

<A>
{
  "formula": "C9H16N2O2",
  "method": "the ωB97M-V functional and the def2-TZVPD basis",
  "symbols": ["C", "C", "C", "C", "C", "C", "C", "C", "C", "N", "N", "O", "O", "H", "H", "H", "H", "H", "H", "H", "H", "H", "H", "H", "H", "H", "H", "H", "H"],
  "coordinates": [[-2.2261, 0.7067, -0.5933], [-2.9313, -0.6790, 0.9199], [-2.9157, 0.6378, 0.5495], [-3.5586, 1.8200, 1.2793], [3.6235, -0.2557, -0.1243], [1.7086, -0.1083, -2.0551], [1.5862, 1.2515, 0.0930], [1.2647, -1.4833, 1.3162], [2.0772, -0.1035, -0.4969], [-1.8078, -0.5164, -0.9810], [-2.2798, -1.3719, -0.0642], [0.7127, -2.6782, 1.5009], [1.4407, -1.2898, -0.0442], [-2.0743, 1.4570, -1.4025], [-3.2050, -1.2162, 1.8412], [-4.5662, 1.5753, 1.3905], [-3.1462, 1.9104, 2.2416], [-3.4445, 2.7311, 0.7767], [3.9200, -0.3198, 0.9607], [3.7648, -1.2235, -0.5939], [4.3556, 0.3558, -0.5073], [0.5691, 0.2321, -2.1855], [1.8003, -1.0966, -2.4597], [2.2824, 0.5784, -2.6726], [1.9829, 2.1023, -0.4588], [0.4990, 1.3203, 0.0358], [2.0404, 1.2677, 1.0525], [-2.0085, -2.4006, -0.0133], [0.5357, -3.2037, 0.6946]],
  "mulliken_charge": [-0.34, -0.50, 0.60, -1.44, -1.59, -1.34, -1.45, -0.19, 1.46, -0.55, 0.08, -0.26, -0.17, 0.43, 0.38, 0.39, 0.33, 0.37, 0.34, 0.39, 0.44, 0.18, 0.38, 0.41, 0.41, 0.24, 0.45, 0.26, 0.28],
  "spin_multiplicity": 1,
  "charge": 0,
  "lumo_ev": 0.60,
  "e_homo_ha": -0.332,
  "gap_ev": 9.64
}

<B>
{
  "formula": "C9H16N2O2",
  "method": "the ωB97M-V functional and the def2-TZVPD basis",
  "symbols": ["O", "C", "C", "C", "N", "C", "O", "N", "H", "H", "H", "H", "C", "C", "C", "C", "C", "H", "H", "H", "H", "H", "H", "H", "H", "H", "H", "H", "H"],
  "coordinates": [[0.3437, -1.2005, -3.0372], [-0.1122, -1.7504, -2.0512], [0.5183, -2.8214, -1.3034], [-0.0815, -3.3076, -0.1956], [-1.2811, -2.8170, 0.2428], [-1.9860, -1.8094, -0.3992], [-3.0245, -1.3480, 0.0399], [-1.3671, -1.3630, -1.5447], [1.4530, -3.1991, -1.6605], [0.3635, -4.0891, 0.4032], [-1.7004, -3.1412, 1.0952], [-1.8041, -0.5926, -2.0275], [1.9870, 1.8906, 0.3756], [0.5083, 1.6083, 0.6170], [-0.0529, 2.6132, 1.6253], [0.3511, 0.1867, 1.1639], [-0.2384, 1.7645, -0.7049], [2.1123, 2.8867, -0.0794], [2.5355, 1.8666, 1.3244], [2.4065, 1.1390, -0.2967], [-1.1235, 2.4488, 1.7786], [0.4230, 2.5135, 2.5952], [0.0818, 3.6382, 1.2676], [-0.6995, -0.0594, 1.3256], [0.8851, 0.0844, 2.1207], [0.7599, -0.5729, 0.4776], [0.1561, 1.0837, -1.4720], [-1.3087, 1.5724, -0.5981], [-0.1054, 2.7752, -1.0824]],
  "mulliken_charge": [-0.64, 0.62, -0.67, -0.22, 0.01, 0.18, -0.62, 0.02, 0.44, 0.38, 0.21, 0.27, -1.76, 2.15, -1.84, -1.44, -1.60, 0.40, 0.40, 0.39, 0.40, 0.41, 0.41, 0.34, 0.47, 0.21, 0.29, 0.33, 0.47],
  "smiles": "O=c1cc[nH]c(=O)[nH]1.CC(C)(C)C",
  "spin_multiplicity": 1,
  "charge": 0,
  "lumo_ev": 0.52,
  "e_homo_ha": -0.354,
  "gap_ev": 10.14
}

Most stable of them? <B>.